## w
Formula: C4H14N3
Source: the Open Molecules 2025 dataset
Level of theory: ωB97M-V with the def2-TZVPD basis set

Structure (ORCA input):
```
! wB97M-V def2-TZVPD RIJCOSX def2/J DEFGRID3
* xyz 1 1
C -1.20 -0.61 1.10
C -0.33 -1.35 0.11
C -0.74 -2.80 -0.03
N -0.32 -0.68 -1.22
H -1.10 -1.20 2.04
H -0.78 0.38 1.36
H -2.28 -0.52 0.83
H 0.74 -1.21 0.50
H -0.32 -3.39 -0.89
H -0.47 -3.31 0.92
H -1.85 -2.86 -0.06
H -1.28 -0.56 -1.47
H 0.13 -1.18 -1.96
N 0.94 1.73 -1.02
C 0.88 2.45 0.06
N 1.74 3.42 0.41
H 1.61 2.06 -1.70
H 0.18 0.28 -1.15
H 0.05 2.27 0.78
H 1.71 3.76 1.35
H 2.68 3.33 0.04
*
```

As for the HOMO energy: -13.6434 eV. Its HOMO-LUMO gap is 0.4055 hartree.

Mulliken population analysis, charges in e, atoms 1 to 8:
1. C -1.100
2. C 0.336
3. C -1.311
4. N -0.174
5. H 0.352
6. H 0.228
7. H 0.357
8. H 0.173

## x
Formula: C4H14N3
Source: the Open Molecules 2025 dataset
Level of theory: ωB97M-V with the def2-TZVPD basis set

Structure (ORCA input):
```
! wB97M-V def2-TZVPD RIJCOSX def2/J DEFGRID3
* xyz 1 1
C 0.44 -2.28 0.59
C 1.50 0.06 0.79
N 0.61 -0.97 1.17
N 2.64 -0.30 0.00
N 1.41 1.32 1.38
H 0.02 -0.78 1.91
H 2.84 -1.28 -0.10
H 2.83 0.30 -0.79
H 0.63 1.82 1.62
H 1.93 1.98 0.79
H 0.50 -2.99 1.57
H 1.07 -2.66 -0.25
H -0.63 -2.21 0.11
C -1.52 1.12 -1.69
C -2.45 0.87 -0.51
H -1.60 2.25 -2.00
H -0.43 1.01 -1.24
H -1.52 0.39 -2.53
H -3.09 -0.04 -0.69
H -1.89 0.77 0.35
H -3.29 1.64 -0.49
*
```

As for the HOMO energy: -14.6391 eV. Its HOMO-LUMO gap is 0.4032 hartree.

Mulliken population analysis, charges in e, atoms 1 to 8:
1. C -0.837
2. C 0.542
3. N -0.123
4. N -0.413
5. N -0.405
6. H 0.224
7. H 0.254
8. H 0.254

Going by the energies, w is most stable and the next is 0.0726 hartree up.

## w
Formula: C4H14N3
Source: the Open Molecules 2025 dataset
Level of theory: ωB97M-V with the def2-TZVPD basis set

Structure (ORCA input):
```
! wB97M-V def2-TZVPD RIJCOSX def2/J DEFGRID3
* xyz 1 1
C -0.29 2.49 0.65
C 0.65 3.69 0.52
H -1.29 2.82 0.38
H 0.00 1.61 0.09
H -0.27 2.08 1.66
H 1.31 3.77 1.39
H 0.08 4.59 0.50
H 1.37 3.76 -0.30
C 0.62 -3.08 0.51
C -0.26 -0.94 -0.51
N -0.35 -2.01 0.27
N -1.43 -0.28 -0.78
N 0.93 -0.43 -0.79
H -1.27 -2.27 0.59
H -2.04 -0.09 -0.01
H -1.66 0.01 -1.71
H 1.69 -1.02 -0.48
H 1.11 0.47 -1.17
H 1.63 -2.77 0.23
H 0.38 -3.98 -0.05
H 0.73 -3.18 1.58
*
```

As for the HOMO energy: -14.4860 eV. Its HOMO-LUMO gap is 0.4093 hartree.

Mulliken population analysis, charges in e, atoms 1 to 8:
1. C -0.145
2. C -0.983
3. H 0.309
4. H -0.418
5. H 0.329
6. H 0.279
7. H 0.289
8. H 0.344

## x
Formula: C4H14N3
Source: the Open Molecules 2025 dataset
Level of theory: ωB97M-V with the def2-TZVPD basis set

Structure (ORCA input):
```
! wB97M-V def2-TZVPD RIJCOSX def2/J DEFGRID3
* xyz 1 1
C -0.59 2.02 2.79
C -1.60 1.66 1.73
H -0.13 2.97 2.52
H -1.12 2.10 3.72
H 0.23 1.30 2.89
H -1.07 1.59 0.76
H -2.12 0.76 2.03
H -2.41 2.38 1.59
C 1.06 -1.75 0.72
C 0.30 -0.54 -1.41
N 0.04 -1.22 -0.19
N 1.45 -0.94 -2.21
N -0.52 0.42 -1.98
H -0.84 -1.07 0.19
H 1.73 -1.87 -2.05
H 1.99 -0.15 -2.50
H -1.27 0.86 -1.37
H -0.48 0.55 -3.01
H 2.03 -1.32 0.37
H 0.84 -2.86 0.81
H 0.81 -1.40 1.74
*
```

As for the HOMO energy: -14.7570 eV. Its HOMO-LUMO gap is 0.4118 hartree.

Mulliken population analysis, charges in e, atoms 1 to 8:
1. C -0.927
2. C -0.481
3. H 0.289
4. H 0.318
5. H 0.239
6. H -0.117
7. H 0.287
8. H 0.369

Going by the energies, w is most stable and the next is 0.0100 hartree up.

## w
Formula: C3H7OP
Source: the Open Molecules 2025 dataset
Level of theory: ωB97M-V with the def2-TZVPD basis set

Structure (ORCA input):
```
! wB97M-V def2-TZVPD RIJCOSX def2/J DEFGRID3
* xyz 0 1
C 1.46 0.43 0.51
C 0.21 -0.35 0.03
C -1.17 0.71 0.03
O -1.03 1.92 -0.04
P -2.68 -0.36 0.30
H 1.26 1.43 0.06
H 2.35 0.01 0.15
H 1.52 0.44 1.56
H 0.15 -1.33 0.49
H 0.42 -0.69 -1.11
H -3.72 0.47 0.01
H -2.69 -1.00 -1.07
*
```

As for the SMILES: CCC(=O)P. As for the HOMO energy: -9.3785 eV. Its HOMO-LUMO gap is 0.3649 hartree.

Mulliken population analysis, charges in e, atoms 1 to 8:
1. C -1.026
2. C -0.568
3. C 0.467
4. O -0.481
5. P -0.120
6. H 0.269
7. H 0.360
8. H 0.289

## x
Formula: C3H7OP
Source: the Open Molecules 2025 dataset
Level of theory: ωB97M-V with the def2-TZVPD basis set

Structure (ORCA input):
```
! wB97M-V def2-TZVPD RIJCOSX def2/J DEFGRID3
* xyz 0 1
C 1.71 1.17 0.12
C 0.49 1.25 -0.40
P -0.93 0.17 0.24
C -0.66 -1.59 -0.15
O -2.25 0.74 -0.13
H 2.69 1.76 -0.17
H 1.83 0.40 0.86
H 0.03 1.81 -1.33
H -0.76 -0.08 1.66
H -0.74 -1.53 -1.19
H 0.20 -2.05 0.34
H -1.60 -2.06 0.15
*
```

As for the SMILES: C=C[P@H](C)=O. As for the HOMO energy: -10.0980 eV. Its HOMO-LUMO gap is 0.3990 hartree.

Mulliken population analysis, charges in e, atoms 1 to 8:
1. C -0.502
2. C -0.120
3. P 0.454
4. C -0.868
5. O -0.657
6. H 0.220
7. H 0.212
8. H 0.260

Going by the energies, x is most stable and the next is 0.0307 hartree up.

## w
Formula: C5H7NO
Source: the Open Molecules 2025 dataset
Level of theory: ωB97M-V with the def2-TZVPD basis set

Structure (ORCA input):
```
! wB97M-V def2-TZVPD RIJCOSX def2/J DEFGRID3
* xyz 0 1
C 1.52 -0.78 0.62
N 0.36 -1.26 0.51
C -0.70 -0.42 1.04
C -1.37 0.27 -0.16
C -0.39 0.60 -1.26
C 0.92 0.73 -1.27
O 2.06 0.92 -1.48
H 2.35 -1.22 0.08
H 1.75 0.11 1.23
H -0.30 0.35 1.74
H -1.43 -1.03 1.58
H -1.86 1.20 0.15
H -2.15 -0.38 -0.56
H -0.76 0.90 -2.23
*
```

As for the SMILES: C=NCCC=C=O. As for the HOMO energy: -8.6961 eV. Its HOMO-LUMO gap is 0.3520 hartree.

Mulliken population analysis, charges in e, atoms 1 to 8:
1. C -0.588
2. N -0.394
3. C -0.510
4. C -0.362
5. C -0.621
6. C 0.684
7. O -0.431
8. H 0.365

## x
Formula: C5H7NO
Source: the Open Molecules 2025 dataset
Level of theory: ωB97M-V with the def2-TZVPD basis set

Structure (ORCA input):
```
! wB97M-V def2-TZVPD RIJCOSX def2/J DEFGRID3
* xyz 0 1
C 2.11 0.00 -0.17
C 1.01 -0.09 0.85
C -0.05 -0.93 0.58
C -1.08 -0.08 0.09
N -2.23 -0.46 -0.61
C -0.62 1.20 0.25
O 0.56 1.21 0.88
H 1.45 0.47 -0.95
H 2.50 -0.95 -0.53
H 2.90 0.72 0.07
H -0.01 -2.01 0.49
H -2.50 -1.42 -0.47
H -3.00 0.18 -0.52
H -1.05 2.16 0.03
*
```

As for the SMILES: Cc1cc(N)co1. As for the HOMO energy: -7.7296 eV. Its HOMO-LUMO gap is 0.3167 hartree.

Mulliken population analysis, charges in e, atoms 1 to 8:
1. C -0.950
2. C 0.360
3. C -0.648
4. C 0.901
5. N -0.527
6. C -0.934
7. O -0.329
8. H 0.285

Going by the energies, w is most stable and the next is 0.0098 hartree up.

## w
Formula: C5H7NO
Source: the Open Molecules 2025 dataset
Level of theory: ωB97M-V with the def2-TZVPD basis set

Structure (ORCA input):
```
! wB97M-V def2-TZVPD RIJCOSX def2/J DEFGRID3
* xyz 0 1
C -0.18 0.48 -0.20
C 0.53 0.96 -1.17
C 1.63 0.90 -2.12
N 0.62 1.99 -2.12
C -0.88 -0.05 0.75
C -1.85 -0.90 1.37
O -1.02 0.03 2.11
H 1.58 0.13 -2.89
H 2.63 1.21 -1.83
H -0.06 1.92 -2.87
H -1.61 -1.95 1.55
H -2.91 -0.64 1.33
H 0.59 -1.71 3.01
H 0.93 -2.36 3.09
*
```

As for the SMILES: C(=C1CN1)=C1CO1.[H][H]. As for the HOMO energy: -8.8310 eV. Its HOMO-LUMO gap is 0.3605 hartree.

Mulliken population analysis, charges in e, atoms 1 to 8:
1. C 0.483
2. C -0.293
3. C -0.346
4. N -0.500
5. C 0.221
6. C -0.231
7. O -0.406
8. H 0.215

## x
Formula: C5H7NO
Source: the Open Molecules 2025 dataset
Level of theory: ωB97M-V with the def2-TZVPD basis set

Structure (ORCA input):
```
! wB97M-V def2-TZVPD RIJCOSX def2/J DEFGRID3
* xyz 0 1
O 0.41 1.63 -1.10
C 0.59 1.05 -0.05
C 1.47 -0.17 0.07
C 0.57 -1.35 -0.19
C -0.74 -1.14 -0.26
C -1.32 0.23 0.00
N -0.22 1.22 1.07
H 1.94 -0.26 1.06
H 2.23 -0.08 -0.70
H 1.01 -2.35 -0.31
H -1.44 -1.93 -0.53
H -2.08 0.27 0.74
H -1.67 0.68 -0.97
H -0.56 2.19 1.06
*
```

As for the SMILES: O=C1CC=CCN1. As for the HOMO energy: -9.5972 eV. Its HOMO-LUMO gap is 0.3906 hartree.

Mulliken population analysis, charges in e, atoms 1 to 8:
1. O -0.613
2. C 0.615
3. C -0.571
4. C -0.349
5. C -0.300
6. C -0.537
7. N -0.604
8. H 0.292

Going by the energies, x is most stable and the next is 0.1218 hartree up.